Entry 1:
56
Properties=species:S:1:pos:R:3:lowdin_spin:R:1 method="wB97M-V/def2-TZVPD" lumo_ev="-9.865 / -9.079" spin_multiplicity=6 total_charge=+2 orbital_gap_ha="0.191 / 0.221" homo_energy_ev="-15.07 / -15.08" e_above_lowest_kj_mol=0.0
C 0.353 2.168 -2.809 0.00
C -0.677 3.068 -2.162 0.04
N -1.200 2.639 -1.002 0.03
C -2.124 3.402 -0.311 0.02
C -2.565 4.611 -0.907 0.14
C -2.028 5.050 -2.098 0.01
C -1.054 4.276 -2.741 0.13
C -2.580 2.943 0.940 0.44
P -2.156 1.361 1.616 -0.05
H -0.596 4.555 -3.685 0.00
H -3.334 5.171 -0.374 0.00
H -2.348 5.993 -2.535 0.00
C -1.085 0.208 -3.071 0.00
C 1.268 -0.095 -2.706 0.00
H -3.301 3.582 1.457 0.01
H 1.370 2.449 -2.483 0.00
H 0.298 2.260 -3.908 0.00
C -3.744 0.552 2.022 0.01
C -1.419 1.707 3.263 0.01
H -3.558 -0.443 2.450 0.00
H -4.288 1.169 2.752 0.00
H -4.340 0.459 1.103 0.00
H -1.009 0.779 3.687 0.00
H -0.616 2.451 3.162 0.00
H -2.197 2.099 3.934 0.00
H 1.488 -0.082 -3.788 0.00
H 2.144 0.267 -2.156 0.00
H 1.072 -1.126 -2.390 0.00
H -0.927 0.164 -4.160 0.00
H -1.262 -0.809 -2.699 0.00
H -1.962 0.821 -2.849 0.00
C -1.470 -1.472 1.150 0.01
O -1.276 -2.583 1.303 0.00
Mn -0.389 0.915 -0.175 4.12
O 1.118 2.082 0.844 0.07
H 1.713 1.411 1.341 0.00
H 1.033 2.894 1.364 0.00
N 0.108 0.756 -2.397 -0.02
O 2.286 0.021 1.802 0.01
C 1.759 -0.840 1.068 0.00
O 0.768 -0.667 0.245 0.01
C 2.221 -2.274 1.099 0.00
C 2.604 -2.908 -0.083 0.00
C 2.827 -4.298 -0.085 0.00
C 2.630 -5.053 1.077 0.00
C 2.279 -4.388 2.258 0.00
C 2.158 -2.982 2.295 0.00
N 1.789 -5.129 3.389 0.00
O 1.759 -6.374 3.332 0.00
O 1.396 -4.480 4.381 0.00
N 3.143 -4.937 -1.333 0.00
O 3.262 -4.221 -2.351 0.00
O 3.265 -6.178 -1.356 0.00
H 2.715 -2.337 -1.000 0.00
H 2.730 -6.135 1.052 0.00
H 1.952 -2.471 3.230 0.00

---

Entry 2:
33
Properties=species:S:1:pos:R:3:nbo_charge:R:1 method="wB97M-V/def2-TZVPD" lumo_ev=-0.493 smiles="CC(C)(C)c1ccc(/C=N/c2nnc(S)s2)cc1" total_charge=0 orbital_gap_ha=0.291 homo_energy_ev=-8.40 e_above_lowest_kj_mol=106.0
N 2.419 -4.081 -0.662 -0.30
N 2.886 -5.308 -1.013 -0.28
N 0.591 -2.548 -0.803 -0.48
S 2.383 -7.532 -2.346 0.05
S 0.561 -4.984 -2.162 0.40
C 1.240 -3.783 -1.098 0.16
C 2.054 -5.858 -1.874 -0.15
C 1.280 -1.754 0.002 0.18
C -0.360 0.064 -0.076 -0.15
C 1.681 0.294 1.227 -0.15
C -0.751 1.319 0.335 -0.17
C 1.239 1.534 1.689 -0.22
C 0.863 -0.435 0.372 -0.15
C 0.052 2.121 1.167 0.02
C -1.732 4.066 0.995 -0.61
C -0.303 3.874 2.981 -0.61
C 0.678 4.568 0.784 -0.60
C -0.312 3.596 1.483 -0.06
H 3.501 -7.617 -1.651 0.16
H 2.206 -2.072 0.452 0.19
H -0.974 -0.513 -0.740 0.23
H 2.588 -0.123 1.628 0.22
H -1.630 1.701 -0.120 0.21
H 1.850 2.137 2.363 0.22
H -2.494 3.439 1.465 0.21
H -1.867 3.960 -0.063 0.21
H -1.912 5.103 1.272 0.21
H -0.881 4.810 3.216 0.21
H 0.701 3.953 3.377 0.21
H -0.795 3.090 3.535 0.21
H 1.721 4.341 0.988 0.21
H 0.483 5.615 1.042 0.21
H 0.496 4.487 -0.300 0.21

---

Entry 3:
71
Properties=species:S:1:pos:R:3:lowdin_charge:R:1 method="wB97M-V/def2-TZVPD" lumo_ev="-13.136 / -14.399" total_charge=+4 orbital_gap_ha="0.159 / 0.110" homo_energy_ev="-17.47 / -17.39" e_above_lowest_kj_mol=80.7
P 3.963 -0.156 0.152 1.03
C 4.898 -0.499 1.696 -0.20
H 5.935 -0.161 1.595 0.08
H 4.873 -1.568 1.965 0.07
H 4.403 0.077 2.485 0.06
C 4.283 -1.747 -0.720 -0.23
H 3.845 -1.653 -1.720 0.03
H 3.850 -2.610 -0.184 0.07
H 5.367 -1.893 -0.807 0.09
C 5.170 0.886 -0.773 -0.21
H 6.179 0.457 -0.673 0.09
H 5.119 1.900 -0.352 0.07
H 4.879 0.928 -1.834 0.05
P -1.079 3.993 -0.149 0.77
C -1.358 5.367 1.074 -0.28
H -1.686 6.305 0.604 0.06
H -0.436 5.564 1.615 0.04
H -2.126 5.057 1.786 0.04
C 0.023 4.920 -1.300 -0.32
H 0.075 4.331 -2.221 0.00
H 1.023 5.028 -0.842 0.04
H -0.369 5.925 -1.521 0.06
C -2.657 4.171 -1.086 -0.32
H -2.901 5.229 -1.278 0.06
H -3.453 3.702 -0.490 0.04
H -2.562 3.653 -2.048 0.01
P -3.384 -2.050 0.447 0.88
C -4.393 -2.879 1.697 -0.17
H -4.778 -3.846 1.342 0.09
H -5.256 -2.235 1.930 0.09
H -3.784 -3.044 2.608 0.08
C -4.504 -1.972 -0.969 -0.18
H -5.060 -2.920 -0.990 0.10
H -3.915 -1.905 -1.894 0.05
H -5.177 -1.106 -0.861 0.08
C -2.313 -3.385 -0.090 -0.20
H -2.927 -4.291 -0.052 0.09
H -1.511 -3.420 0.652 0.05
H -1.984 -3.220 -1.133 0.05
Pb 0.107 -0.191 -2.626 1.55
C 1.010 1.227 0.322 -0.10
O 1.184 1.818 1.298 0.02
C -2.077 -0.518 0.737 -0.10
O -1.926 0.626 1.029 0.06
C -1.295 -0.186 -4.594 -0.12
C -0.619 -1.427 -4.592 -0.13
C 0.789 -1.472 -4.622 -0.11
C 1.531 -0.272 -4.670 -0.10
C 0.872 0.967 -4.663 -0.10
C -0.542 1.028 -4.625 -0.10
H -2.376 -0.133 -4.571 0.16
H -1.213 -2.354 -4.566 0.17
H 1.298 -2.432 -4.616 0.16
H 2.628 -0.273 -4.720 0.16
H 1.453 1.890 -4.699 0.16
H -1.064 1.986 -4.634 0.16
C -1.223 -0.633 4.671 -0.06
C 0.044 -0.144 3.998 -0.25
O 0.282 -0.762 2.715 -0.25
C 0.633 -2.152 2.669 -0.29
C 1.612 -2.603 3.725 -0.06
H -2.104 -0.506 4.033 0.06
H -1.386 -0.063 5.591 0.10
H -1.152 -1.694 4.945 0.08
H -0.021 0.933 3.786 0.12
H 0.908 -0.319 4.660 0.12
H -0.273 -2.782 2.720 0.10
H 1.076 -2.293 1.668 0.10
H 1.216 -2.451 4.733 0.09
H 1.797 -3.675 3.604 0.10
H 2.557 -2.069 3.631 0.07

---

Entry 4:
17
Properties=species:S:1:pos:R:3:nbo_charge:R:1 method="wB97M-V/def2-TZVPD" lumo_ev=-0.594 smiles="CC=C=C[N+]1([O-])OC(=O)C(=O)O1" total_charge=0 orbital_gap_ha=0.379 homo_energy_ev=-10.92 e_above_lowest_kj_mol=536.4
C -0.027 -0.956 0.740 -0.18
C -1.280 -0.643 0.580 0.13
C 3.139 -0.709 -0.154 0.65
C 2.734 0.714 0.104 0.64
C -2.898 1.161 -0.161 -0.61
C -2.417 -0.306 -0.004 -0.16
N 0.885 -0.720 -0.277 0.52
O 4.194 -1.253 -0.235 -0.45
O 3.514 1.617 0.217 -0.51
O 2.012 -1.506 -0.257 -0.33
O 1.468 0.741 0.285 -0.45
O 0.451 -0.554 -1.383 -0.39
H 0.472 -1.291 1.583 0.23
H -2.547 1.510 -1.004 0.22
H -2.687 1.914 0.679 0.23
H -3.913 1.231 -0.164 0.22
H -3.101 -0.950 -0.548 0.24

---

Entry 5:
123
Properties=species:S:1:pos:R:3:lowdin_charge:R:1 method="wB97M-V/def2-TZVPD" lumo_ev=-3.127 total_charge=0 orbital_gap_ha=0.132 homo_energy_ev=-6.72
O 3.075 -4.851 2.198 -0.30
V 2.873 -3.513 3.083 1.12
O 1.631 -3.767 4.088 -0.31
O -2.244 -1.861 -5.647 -0.23
V -3.026 -2.487 -4.503 1.15
O -4.410 -3.176 -5.043 -0.29
O 1.801 -4.188 -1.521 -0.33
V 0.290 -3.938 -0.878 1.13
O -0.025 -5.131 0.145 -0.30
O 0.945 -1.145 0.905 -0.35
C 0.531 0.132 0.415 -0.39
C -0.837 0.165 -0.384 -0.39
O -1.068 -0.923 -1.309 -0.41
H 1.370 0.471 -0.192 0.07
H 0.572 0.939 1.146 0.08
H -1.006 1.128 -0.867 0.08
H -1.564 0.288 0.419 0.07
B -1.545 -5.102 -3.442 -0.39
H -1.994 -5.527 -4.326 -0.05
H -0.867 -4.315 -3.733 -0.08
H -2.226 -4.730 -2.693 -0.08
H -0.953 -5.838 -2.921 -0.05
Br 3.972 4.702 -0.954 0.55
C 4.636 3.470 -2.383 -0.66
C 6.172 3.445 -2.463 -0.68
Br 6.795 1.971 -3.602 0.58
H 4.150 3.735 -3.322 0.05
H 4.121 2.522 -2.227 0.04
H 6.666 3.218 -1.518 0.04
H 6.565 4.389 -2.839 0.06
Br -1.795 7.600 -1.993 0.59
C -2.344 6.706 -0.298 -0.68
C -1.101 6.173 0.351 -0.64
Br -1.618 5.226 2.101 0.51
H -2.973 5.839 -0.498 0.06
H -2.875 7.426 0.324 0.06
H -0.361 6.951 0.543 0.05
H -0.709 5.459 -0.374 0.05
C 2.954 1.082 7.470 -0.07
C 2.203 1.049 6.098 -0.35
C 1.873 2.504 5.628 -0.22
O 3.077 3.280 5.572 -0.24
C 2.737 4.642 5.119 -0.06
N 3.062 0.657 4.961 0.02
H 3.089 0.081 7.879 0.06
H 2.349 1.528 8.260 0.07
H 3.939 1.513 7.650 0.07
H 1.300 0.450 6.213 0.13
H 1.118 2.973 6.259 0.12
H 1.579 2.648 4.588 0.11
H 3.682 5.021 4.731 0.08
H 2.414 5.192 6.003 0.09
H 2.112 4.647 4.226 0.08
H 3.659 1.467 4.873 0.05
H 2.472 0.586 4.145 0.06
C -9.041 -2.383 5.478 -0.08
C -8.423 -1.061 4.972 -0.43
C -7.046 -0.742 5.608 -0.20
O -6.518 0.338 4.824 -0.22
C -5.054 0.243 4.856 -0.07
N -8.350 -1.232 3.552 0.03
H -9.037 -2.474 6.564 0.06
H -8.604 -3.312 5.112 0.07
H -10.102 -2.469 5.243 0.07
H -9.040 -0.174 5.114 0.13
H -6.333 -1.552 5.764 0.12
H -7.212 -0.353 6.612 0.12
H -4.726 -0.757 4.574 0.08
H -4.770 0.400 5.897 0.08
H -4.598 0.905 4.119 0.09
H -9.085 -0.606 3.255 0.08
H -7.443 -0.828 3.366 0.06
C 7.147 -4.762 3.810 -0.07
C 6.844 -3.328 4.257 -0.39
C 6.934 -2.353 2.996 -0.23
O 6.002 -2.506 2.016 -0.22
C 6.256 -1.713 0.826 -0.04
N 5.544 -3.378 4.871 0.05
H 6.286 -5.215 3.318 0.08
H 7.431 -5.468 4.591 0.08
H 7.973 -4.893 3.111 0.08
H 7.651 -3.017 4.921 0.14
H 7.895 -2.554 2.522 0.12
H 6.791 -1.356 3.412 0.12
H 7.253 -1.883 0.420 0.09
H 6.162 -0.673 1.140 0.09
H 5.468 -1.969 0.118 0.10
H 5.225 -2.576 5.396 0.08
H 5.601 -4.031 5.640 0.09
C -5.584 1.570 -5.939 -0.08
C -6.355 1.338 -4.647 -0.40
C -7.872 0.927 -4.819 -0.12
O -8.756 1.315 -3.679 -0.18
C -9.949 0.688 -3.909 -0.18
N -5.483 0.457 -3.849 0.03
H -5.993 2.369 -6.557 0.08
H -5.723 0.678 -6.549 0.07
H -4.500 1.661 -5.867 0.08
H -6.342 2.292 -4.121 0.13
H -7.961 -0.154 -4.928 0.12
H -8.207 1.444 -5.718 0.12
H -10.758 1.217 -3.406 0.09
H -9.899 -0.204 -3.285 0.09
H -10.156 0.437 -4.949 0.09
H -6.072 -0.003 -3.170 0.07
H -4.757 0.888 -3.295 0.07
C 2.300 0.540 -7.084 -0.05
C 3.304 -0.533 -6.521 -0.40
C 4.683 -0.596 -7.285 -0.20
O 5.383 -1.803 -7.027 -0.20
C 6.811 -1.775 -7.143 -0.10
N 3.498 -0.229 -5.121 0.03
H 1.540 0.064 -7.704 0.06
H 2.701 1.261 -7.797 0.06
H 1.812 1.118 -6.300 0.06
H 2.864 -1.507 -6.738 0.12
H 5.241 0.327 -7.125 0.12
H 4.546 -0.680 -8.363 0.12
H 7.310 -1.876 -6.180 0.08
H 7.163 -0.895 -7.682 0.08
H 7.104 -2.584 -7.812 0.08
H 2.666 0.008 -4.600 0.07
H 4.116 -0.806 -4.568 0.07

---

Entry 6:
10
Properties=species:S:1:pos:R:3:nbo_charge:R:1 method="wB97M-V/def2-TZVPD" lumo_ev=-1.320 total_charge=0 orbital_gap_ha=0.298 homo_energy_ev=-9.43 e_above_lowest_kj_mol=83.8
C 1.097 0.107 -0.169 -1.08
F -1.798 1.366 -0.414 -0.57
F -0.272 2.938 -0.539 -0.58
F 0.889 -2.348 0.814 -0.56
F -0.901 -0.998 1.497 -0.60
P -0.723 1.880 0.540 1.60
P -0.024 -1.287 0.032 1.76
S -1.363 -1.895 -1.266 -0.50
H 1.741 -0.050 0.732 0.26
H 1.354 0.287 -1.228 0.27

---

no.,total energy (Ha)
1,-3050.370903
2,-1464.972259
3,-2266.859641
4,-662.333875
5,-15437.229339
6,-1519.738821